No. 1
Formula: C37H75N2O6PS
Source: the Open Molecules 2025 dataset
Level of theory: ωB97M-V/def2-TZVPD

Geometry as XYZ:
```
122
Properties=species:S:1:pos:R:3:lowdin_spin:R:1
C 5.908 8.081 10.987 0.000
C 5.417 8.086 12.497 0.000
C 4.012 7.425 12.693 0.000
C 4.013 5.878 12.419 0.000
C 2.562 5.253 12.511 0.000
C 2.646 3.677 12.321 0.000
C 1.723 3.277 11.113 0.000
C 2.507 3.107 9.746 0.000
C 1.546 2.348 8.762 0.000
C 2.296 1.609 7.583 0.000
C 1.364 0.397 7.164 0.000
C 1.864 -0.354 5.893 0.000
C 1.776 0.492 4.563 0.000
C 3.173 0.551 3.806 0.000
C 3.242 -0.459 2.594 0.000
C 3.820 0.202 1.282 0.000
C 4.964 -0.643 0.600 0.000
C 4.311 -1.678 -0.394 0.000
C 3.724 -0.998 -1.690 0.000
P 5.152 -0.977 -2.945 0.000
O 6.484 -0.589 -2.296 0.000
O 3.211 0.339 -1.480 0.000
S 2.540 0.530 0.017 0.000
O 2.191 1.974 0.132 0.000
O 1.333 -0.319 0.129 0.000
H 5.908 9.110 10.568 0.000
H 5.226 7.451 10.371 0.000
H 6.951 7.698 10.928 0.000
H 5.368 9.153 12.813 0.000
H 6.218 7.608 13.105 0.000
H 3.723 7.560 13.762 0.000
H 3.295 7.931 12.009 0.000
H 4.628 5.364 13.190 0.000
H 4.415 5.694 11.391 0.000
H 2.164 5.503 13.523 0.000
H 1.893 5.724 11.761 0.000
H 2.181 3.231 13.237 0.000
H 3.688 3.311 12.231 0.000
H 1.257 2.286 11.360 0.000
H 0.862 3.974 10.979 0.000
H 3.494 2.621 9.881 0.000
H 2.654 4.147 9.366 0.000
H 0.733 2.991 8.364 0.000
H 1.076 1.528 9.363 0.000
H 2.451 2.292 6.708 0.000
H 3.312 1.262 7.879 0.000
H 0.341 0.820 7.059 0.000
H 1.339 -0.301 8.037 0.000
H 1.169 -1.224 5.750 0.000
H 2.870 -0.822 6.032 0.000
H 1.059 -0.017 3.872 0.000
H 1.370 1.509 4.760 0.000
H 3.317 1.611 3.494 0.000
H 3.981 0.318 4.534 0.000
H 2.269 -0.968 2.405 0.000
H 3.943 -1.269 2.914 0.000
H 4.278 1.165 1.608 0.000
H 5.575 0.049 -0.031 0.000
H 5.644 -1.135 1.322 0.000
H 5.053 -2.443 -0.726 0.000
H 3.465 -2.172 0.135 0.000
H 2.915 -1.652 -2.091 0.000
H 4.807 -0.127 -4.042 0.000
H 5.292 -2.289 -3.512 0.000
C -2.287 -0.576 -6.857 0.002
C -1.191 -1.504 -6.281 0.025
C -1.725 -2.232 -5.037 0.014
C -1.831 -1.333 -3.807 0.001
C -0.509 -0.620 -3.541 0.014
C 0.026 0.133 -4.770 0.026
N 0.039 -0.715 -5.994 0.343
O 1.047 -1.562 -5.887 0.566
C -0.821 1.400 -5.010 0.001
C 1.422 0.685 -4.443 -0.001
C -0.961 -2.544 -7.393 -0.001
H -1.853 0.244 -7.432 0.001
H -2.947 -1.114 -7.540 0.000
H -2.940 -0.158 -6.092 0.000
H -1.069 -3.075 -4.792 0.003
H -2.707 -2.665 -5.254 0.001
H -2.638 -0.604 -3.931 0.000
H -2.101 -1.936 -2.937 0.001
H -0.634 0.075 -2.706 0.001
H 0.226 -1.361 -3.210 0.003
H -0.520 1.902 -5.931 0.001
H -0.683 2.110 -4.192 0.000
H -1.891 1.213 -5.054 0.000
H 2.126 -0.089 -4.143 -0.001
H 1.374 1.389 -3.610 0.000
H 1.842 1.220 -5.299 0.000
H -0.583 -2.071 -8.303 0.000
H -1.899 -3.045 -7.643 0.000
H -0.264 -3.329 -7.101 -0.001
C -6.094 -2.229 -8.232 0.002
C -6.297 -3.568 -7.482 0.025
C -5.003 -4.398 -7.531 0.014
C -4.736 -5.023 -8.898 0.001
C -5.952 -5.809 -9.381 0.014
C -7.249 -4.985 -9.360 0.025
N -7.462 -4.296 -8.057 0.337
O -7.846 -5.204 -7.179 0.573
C -7.229 -3.956 -10.509 0.001
C -8.428 -5.908 -9.718 -0.001
C -6.546 -3.145 -6.022 -0.001
H -7.044 -1.826 -8.588 0.001
H -5.661 -1.466 -7.582 0.000
H -5.410 -2.310 -9.076 0.000
H -5.051 -5.202 -6.789 0.003
H -4.150 -3.774 -7.247 0.001
H -4.465 -4.253 -9.627 0.000
H -3.873 -5.691 -8.831 0.001
H -5.764 -6.179 -10.393 0.001
H -6.066 -6.696 -8.750 0.003
H -8.097 -3.296 -10.458 0.001
H -7.262 -4.463 -11.476 0.000
H -6.332 -3.341 -10.535 0.000
H -8.514 -6.760 -9.044 -0.001
H -8.300 -6.316 -10.722 0.000
H -9.373 -5.360 -9.701 0.000
H -7.458 -2.550 -5.936 0.000
H -5.715 -2.539 -5.655 0.000
H -6.627 -3.997 -5.346 -0.001
```

The highest occupied orbital energy (spin up / spin down) is -0.3246 / -0.3508 hartree. Its total energy is -74969.1314 eV. Its LUMO energy (spin up / spin down) is 0.62 / -0.06 eV. The calculation puts the frontier orbital gap (spin up / spin down) at 9.45 / 9.49 eV. The spin multiplicity is 3. Its total charge is 0.

=====

No. 2
Formula: CH6O
Source: the Open Molecules 2025 dataset
Level of theory: ωB97M-V/def2-TZVPD

Geometry as XYZ:
```
8
Properties=species:S:1:pos:R:3:nbo_charge:R:1
C 1.252 0.887 -0.139 -0.857
H 1.193 -0.212 -0.124 0.215
H 2.229 1.208 0.252 0.218
H 1.134 1.246 -1.172 0.212
H 0.451 1.306 0.487 0.213
O -1.988 -1.557 0.613 -0.940
H -1.623 -0.853 0.030 0.471
H -2.648 -2.025 0.053 0.470
```

The highest occupied orbital energy is -0.4250 hartree. Its total energy is -3181.6697 eV. Its LUMO energy is 0.87 eV. The calculation puts the frontier orbital gap at 12.43 eV. Its SMILES is C.O. Its total charge is 0.